Entry 1:
# C4H12N2O

The molecule C4H12N2O in a non-equilibrium geometry (wB97M-V/def2-TZVPD, OMol25).

Output
Net charge: 0
Structure (SMILES): NCC[C@@H](N)CO
Highest occupied orbital energy (eV): -8.8

Structure (XYZ):
```
19
Properties=species:S:1:pos:R:3:nbo_charge:R:1
N 1.934 -1.722 0.261 -0.8475
C 1.819 -0.466 0.818 -0.1918
C 0.768 0.461 0.081 -0.4066
C -0.668 0.083 -0.165 -0.0810
N -1.433 0.059 1.099 -0.8859
C -1.325 1.041 -1.119 -0.0680
O -2.469 0.518 -1.815 -0.7221
H 2.760 -1.997 0.760 0.3576
H 1.248 -2.440 0.350 0.3720
H 1.516 -0.555 1.919 0.1391
H 2.722 0.161 0.758 0.1992
H 0.830 1.446 0.571 0.2100
H 1.225 0.555 -0.962 0.2006
H -0.750 -0.947 -0.672 0.1789
H -2.441 -0.119 1.139 0.3788
H -1.030 -0.449 1.901 0.3610
H -1.661 1.983 -0.612 0.1728
H -0.434 1.255 -1.766 0.1631
H -2.613 1.134 -2.546 0.4698
```

Entry 2:
# C4H12N2O

A cluster of 2 separate species, C4H12N2O in total (wB97M-V/def2-TZVPD, OMol25).

Output
Net charge: 0
Highest occupied orbital energy (spin up / spin down) (eV): -6.8 / -6.8

Structure (XYZ):
```
19
Properties=species:S:1:pos:R:3:nbo_charge:R:1
C 0.669 1.089 0.601 -0.1396
C 1.195 0.515 1.905 -0.6521
O -0.477 1.905 0.739 -0.7477
H -1.239 1.325 0.886 0.4844
H 1.439 1.719 0.145 0.1676
H -0.035 -0.459 0.224 0.2555
H 1.501 1.312 2.594 0.2059
H 0.439 -0.090 2.413 0.1970
H 2.064 -0.122 1.718 0.2062
N 0.491 -0.134 -1.963 -0.7689
N -1.996 -0.276 -0.396 -0.8492
C 0.030 -1.312 -1.522 0.0806
C -0.831 -1.171 -0.383 -0.3314
H 0.624 0.513 -1.059 0.3676
H 1.299 -0.169 -2.574 0.3835
H -1.853 0.473 -1.065 0.3755
H -2.822 -0.788 -0.683 0.3665
H 0.566 -2.238 -1.718 0.1837
H -1.066 -2.093 0.140 0.2148
```

For reference, molar mass by record: 104.15, 104.15 g/mol.
For reference, energy above the lowest of the compared OMol25 structures with the same formula, charge and spin by record: 51.6, 111.3 kcal per mole.
For reference, E_tot by record: -344.302789, -344.207675 a.u..